DFT (wB97M-V/def2-TZVPD) results for a 18-piece molecular cluster, C24H84O18 overall at a distorted geometry.

Each line ends with the Löwdin charge.
Cartesian coordinates (Å):
O  13.12  10.61  15.06  -0.04
O  14.06  15.74  17.47  -0.08
O  11.50  8.44  9.88  -0.05
O  10.60  11.56  8.73  -0.06
O  12.99  11.98  18.35  -0.08
O  14.06  13.23  15.76  -0.10
O  15.17  9.10  14.51  -0.09
O  6.84  12.22  16.20  -0.07
O  12.56  10.82  10.74  -0.07
O  11.35  10.16  17.18  -0.06
O  8.54  13.68  9.17  -0.08
O  11.57  11.75  12.93  -0.03
O  11.42  16.75  12.26  -0.02
O  9.33  7.13  11.07  -0.07
O  15.02  10.16  11.61  -0.02
O  13.56  16.03  8.35  -0.03
O  8.53  10.06  16.40  -0.05
O  11.35  14.40  13.77  -0.07
C  12.49  11.53  20.63  -0.04
C  14.52  13.88  7.97  -0.04
C  13.17  16.68  15.50  -0.03
C  10.47  13.26  15.62  -0.04
C  9.00  14.62  14.12  -0.04
C  6.82  12.01  9.05  -0.05
C  16.18  14.15  16.07  -0.04
C  7.21  13.34  11.25  -0.03
C  14.86  7.73  14.65  -0.47
C  13.23  14.55  10.09  -0.03
C  15.77  6.98  13.73  -0.05
C  10.37  14.50  14.77  -0.48
C  7.24  13.30  9.65  -0.45
C  13.09  12.54  19.65  -0.47
C  8.21  9.20  11.69  -0.05
C  13.18  16.75  17.08  -0.42
C  8.91  7.94  12.17  -0.45
C  13.43  7.50  14.29  -0.05
C  15.09  13.75  13.70  -0.03
C  11.79  16.42  17.67  -0.04
C  14.16  14.97  8.94  -0.55
C  14.54  12.89  19.85  -0.04
C  10.25  8.22  12.85  -0.07
C  15.32  13.30  15.09  -0.44
H  12.89  10.52  20.49  0.09
H  13.53  12.50  17.76  0.06
H  10.45  15.39  15.39  0.11
H  15.76  12.30  15.10  0.13
H  10.16  8.83  13.75  0.07
H  14.41  14.61  13.65  0.07
H  8.92  13.81  13.39  0.06
H  15.11  11.96  19.81  0.09
H  7.29  11.11  9.42  0.07
H  10.66  7.27  13.18  0.08
H  6.64  14.11  9.24  0.13
H  14.15  16.93  15.09  0.08
H  12.16  16.79  11.65  0.03
H  14.99  13.02  8.43  0.08
H  11.03  8.79  12.35  0.06
H  9.92  7.72  10.60  0.02
H  6.83  11.99  7.96  0.09
H  6.27  13.06  11.72  0.08
H  8.79  9.74  10.94  0.07
H  13.59  13.44  7.59  0.09
H  7.97  12.68  11.67  0.06
H  16.00  15.22  15.96  0.07
H  15.05  7.47  15.70  0.15
H  13.49  11.45  15.33  0.02
H  7.34  9.02  11.07  0.08
H  14.64  12.97  13.09  0.08
H  14.99  15.41  9.49  0.14
H  9.38  10.50  16.28  0.00
H  10.00  12.22  9.08  -0.02
H  13.76  13.81  10.70  0.07
H  11.49  8.77  8.98  0.05
H  15.75  5.90  13.89  0.09
H  12.38  17.28  15.06  0.07
H  14.54  15.97  18.27  0.11
H  12.77  7.88  15.08  0.08
H  12.41  13.40  19.63  0.13
H  17.24  14.03  15.88  0.08
H  12.99  15.70  15.06  0.05
H  8.42  10.03  17.35  0.05
H  16.12  9.22  14.40  0.11
H  11.42  13.20  16.15  0.07
H  13.97  14.06  16.23  0.04
H  8.34  7.31  12.85  0.14
H  14.69  13.18  20.89  0.08
H  12.24  14.25  9.78  0.09
H  12.62  11.83  21.67  0.08
H  11.32  17.65  12.57  0.06
H  5.75  12.05  9.26  0.09
H  11.47  15.25  13.34  0.04
H  11.23  11.42  9.44  -0.02
H  16.05  14.06  13.29  0.09
H  11.43  11.34  20.46  0.08
H  13.88  10.03  14.96  0.00
H  12.79  15.73  7.86  0.10
H  7.47  14.35  11.57  0.06
H  11.63  15.35  17.79  0.07
H  16.02  13.80  17.09  0.07
H  10.37  12.33  15.05  0.07
H  7.35  11.43  16.01  -0.03
H  13.04  15.39  10.76  0.04
H  8.84  15.47  13.46  0.08
H  11.88  10.83  17.62  -0.02
H  13.13  8.06  13.41  0.09
H  11.29  12.61  13.25  0.01
H  14.97  13.63  19.17  0.06
H  10.95  16.73  17.04  0.07
H  16.83  7.19  13.91  0.08
H  15.58  7.19  12.67  0.09
H  12.08  11.38  13.66  0.01
H  13.10  6.47  14.17  0.10
H  13.48  17.71  17.49  0.14
H  8.00  9.91  12.49  0.08
H  13.43  10.56  11.04  -0.01
H  15.87  9.78  11.41  0.06
H  6.99  12.39  17.13  0.02
H  11.65  16.75  18.70  0.08
H  11.91  9.14  10.39  -0.01
H  11.66  10.18  16.27  -0.01
H  15.14  14.37  7.22  0.09
H  8.70  14.62  9.28  0.09
H  8.22  14.53  14.87  0.09
H  9.70  13.16  16.38  0.08
H  14.92  10.06  12.55  0.02
H  12.17  11.27  11.50  -0.02

Computed properties:
**Highest occupied orbital energy**: -8.6 eV
**HOMO-LUMO gap**: 8.51 eV
**Calculated total energy**: -63105.65153 eV
**Energy relative to the best compared isomer or geometry (same formula, charge and spin)**: 0.991 eV
**Net charge**: 0
**LUMO energy**: -0.1 eV

---

DFT (wB97M-V/def2-TZVPD) results for a 19-piece molecular cluster, C24H85O19 overall.

Each line ends with the Löwdin charge.
Cartesian coordinates (Å):
O  -6.35  4.63  1.26  -0.13
O  5.62  10.07  0.46  -0.12
O  -0.63  -1.49  1.32  -0.14
O  -1.24  -14.47  4.52  -0.13
O  3.75  6.18  1.38  -0.24
O  -4.70  -11.88  2.62  -0.13
O  -1.13  -4.34  -0.57  -0.13
O  1.16  4.76  -3.73  -0.15
O  -1.07  -7.67  3.10  -0.14
O  3.15  6.51  -4.44  -0.13
O  -0.32  -8.39  -1.75  -0.13
O  -2.83  5.48  -0.30  -0.13
O  2.65  8.63  -2.69  -0.15
O  6.54  0.67  -4.56  -0.14
O  -2.27  -10.44  4.20  -0.14
O  2.37  2.13  -3.65  -0.12
O  -3.83  5.64  3.14  -0.14
O  0.80  -0.61  3.85  -0.12
O  -3.39  -1.95  -0.05  -0.12
C  -1.35  -10.95  3.23  -0.16
C  3.09  8.21  -1.39  -0.12
C  4.01  6.11  -5.48  -0.14
C  -2.61  6.38  3.24  -0.14
C  -4.81  -11.42  1.28  -0.15
C  0.43  -1.84  0.43  -0.15
C  0.63  -1.94  4.28  -0.19
C  -1.49  -5.67  -0.20  -0.12
C  3.22  1.91  -4.75  -0.18
C  -2.61  -14.65  4.83  -0.17
C  0.14  -8.16  -3.07  -0.16
C  0.44  4.82  -4.94  -0.15
C  -7.70  4.39  1.62  -0.17
C  -0.20  -6.76  3.76  -0.16
C  1.00  6.15  1.57  -0.10
C  6.35  9.80  -0.72  -0.18
C  0.72  3.28  0.57  -0.28
C  -4.49  -2.63  -0.60  -0.15
C  0.75  4.54  -0.31  -0.20
C  6.96  1.69  -3.67  -0.16
C  1.01  1.99  -0.19  -0.12
C  1.60  5.70  0.24  -0.47
C  -3.78  4.55  -0.79  -0.16
C  3.08  5.32  0.34  -0.25
H  -7.81  4.13  2.67  0.08
H  1.20  -8.42  -3.19  0.08
H  -4.48  -10.38  1.28  0.08
H  0.52  -2.92  0.37  0.06
H  0.54  -7.29  4.37  0.08
H  1.36  -1.41  0.79  0.08
H  -1.25  -6.40  -0.98  0.05
H  -1.43  -1.89  0.94  0.04
H  -4.48  5.01  -1.50  0.07
H  -2.56  -5.74  0.04  0.08
H  0.21  5.87  -5.17  0.08
H  -0.44  -8.70  -3.82  0.07
H  1.04  -2.66  3.56  0.07
H  1.95  5.31  -3.83  0.05
H  3.07  7.47  -4.40  0.07
H  6.13  2.31  -3.33  0.07
H  -3.61  4.78  2.76  0.07
H  -3.71  -1.30  0.58  0.09
H  0.04  -7.09  -3.25  0.08
H  -0.36  -10.63  3.53  0.08
H  -1.89  5.88  3.90  0.08
H  7.38  10.19  -0.67  0.07
H  -3.23  3.78  -1.31  0.08
H  5.86  10.22  -1.61  0.07
H  -4.09  -3.36  -1.31  0.07
H  1.51  7.02  1.97  0.06
H  0.32  -6.19  2.98  0.07
H  1.44  6.53  -0.48  0.08
H  1.48  3.40  1.35  0.08
H  -0.43  -2.18  4.44  0.07
H  0.26  -1.44  -0.57  0.08
H  0.33  -0.51  3.01  0.05
H  -3.31  6.18  0.17  0.06
H  2.38  7.55  -0.90  0.03
H  2.08  1.85  -0.28  0.07
H  -4.98  -12.80  2.66  0.08
H  -6.00  5.35  1.79  0.06
H  -0.23  -9.33  -1.54  0.08
H  3.63  0.90  -4.64  0.06
H  4.01  7.65  -1.54  0.08
H  6.40  8.72  -0.84  0.08
H  3.31  9.06  -0.75  0.08
H  -2.87  7.35  3.67  0.08
H  -3.15  -10.71  3.92  0.05
H  -4.18  -11.99  0.60  0.08
H  -8.34  5.26  1.41  0.07
H  1.10  4.29  -1.31  0.08
H  5.02  6.51  -5.37  0.08
H  -0.87  -13.87  5.18  0.08
H  4.07  2.61  -4.76  0.06
H  -1.54  -8.17  3.78  0.05
H  -1.62  -4.10  -1.36  0.07
H  -8.04  3.56  1.01  0.08
H  -1.56  -10.53  2.24  0.08
H  -0.27  4.93  -0.38  0.08
H  -0.06  6.38  1.43  0.05
H  5.56  11.02  0.59  0.07
H  -4.35  4.11  0.03  0.05
H  -3.01  -15.32  4.07  0.08
H  3.64  6.39  -6.48  0.08
H  4.00  5.55  2.05  0.02
H  0.57  1.11  0.29  0.04
H  5.91  0.12  -4.09  0.07
H  0.60  2.04  -1.21  0.06
H  -2.15  6.53  2.27  0.05
H  4.08  5.02  -5.44  0.07
H  2.71  1.97  -5.72  0.07
H  0.99  4.39  -5.78  0.07
H  -1.39  -12.04  3.18  0.06
H  1.16  -2.04  5.23  0.07
H  3.56  5.68  -0.59  0.01
H  -2.76  -15.11  5.80  0.08
H  1.82  9.11  -2.59  0.07
H  1.09  5.35  2.32  0.07
H  7.48  1.29  -2.79  0.07
H  -0.74  -6.05  4.39  0.08
H  -0.49  4.27  -4.80  0.08
H  7.66  2.32  -4.22  0.07
H  -3.17  -13.71  4.79  0.07
H  -0.92  -5.92  0.69  0.07
H  -0.25  3.19  1.07  0.09
H  -5.84  -11.45  0.93  0.08
H  2.01  3.03  -3.71  0.04
H  -5.17  -1.96  -1.14  0.08
H  -5.07  -3.18  0.15  0.08

Computed properties:
**Highest occupied orbital energy**: -1.0 eV
**HOMO-LUMO gap**: 2.31 eV
**Calculated total energy**: -65158.95180 eV
**Net charge**: -1
**LUMO energy**: 1.3 eV

---

DFT (wB97M-V/def2-TZVPD) results for C25H11ClF15GeNO7P2PtS as an isolated structure.

Each line ends with the Löwdin charge.
Cartesian coordinates (Å):
Pt  -0.10  -1.66  0.58  0.86
Ge  0.22  2.18  -0.23  0.78
Cl  -4.20  -5.12  -1.32  0.76
S  0.73  0.39  0.99  0.25
P  2.63  -3.85  0.19  0.46
P  0.56  -4.02  2.36  0.39
F  1.61  0.02  -2.07  0.07
F  -0.44  6.43  3.04  0.25
F  3.18  0.38  -4.22  0.15
F  -1.22  2.73  -3.04  0.13
F  3.74  2.88  -5.08  0.18
F  2.15  6.48  3.83  0.21
F  -1.31  4.70  1.26  0.21
F  -5.63  2.96  -1.57  0.18
F  -4.86  2.46  0.97  0.15
F  1.17  4.69  -1.62  0.09
F  -3.81  3.12  -3.55  0.17
F  -2.23  2.14  1.53  0.07
F  3.82  4.64  2.75  0.25
F  2.74  5.04  -3.79  0.16
F  2.96  2.86  1.01  0.19
O  3.73  -3.27  1.13  -0.06
O  -0.67  -3.80  1.55  -0.31
O  0.35  -4.97  3.59  -0.05
O  1.53  -2.91  2.61  -0.30
O  1.66  -2.91  -0.42  -0.35
O  0.83  -5.79  0.18  0.11
O  3.44  -4.71  -0.84  -0.04
N  -2.14  -1.98  -0.14  -0.10
C  -3.95  2.54  0.00  -0.15
C  -3.42  2.87  -2.32  -0.13
C  -0.06  4.59  1.59  -0.14
C  1.39  2.35  -1.77  -0.16
C  -4.81  -2.68  -0.33  -0.04
C  2.58  4.66  2.42  -0.06
C  1.69  3.61  -2.25  -0.22
C  -3.10  -1.12  0.23  -0.11
C  2.70  1.43  -3.57  -0.13
C  -4.35  2.80  -1.30  -0.12
C  -1.65  2.40  -0.73  -0.14
C  1.70  -5.23  1.03  -0.47
C  1.72  5.60  2.96  -0.12
C  1.90  1.26  -2.46  -0.22
C  0.76  3.63  1.04  -0.11
C  2.98  2.71  -4.02  -0.11
C  -2.62  2.36  0.26  -0.28
C  -2.50  -3.18  -0.62  -0.16
C  2.47  3.82  -3.36  -0.13
C  2.46  -6.25  1.82  -0.02
C  -3.82  -3.56  -0.72  -0.64
C  -4.44  -1.43  0.14  -0.01
C  -2.08  2.67  -2.03  -0.20
C  0.40  5.58  2.56  -0.05
C  2.08  3.69  1.46  -0.17
H  -5.85  -2.97  -0.40  0.13
H  3.38  -2.70  1.84  0.10
H  -2.76  -0.17  0.61  0.08
H  3.12  -6.77  1.11  0.12
H  -5.18  -0.71  0.44  0.12
H  1.79  -6.99  2.25  0.11
H  -1.71  -3.85  -0.94  0.11
H  4.29  -4.38  -1.15  0.13
H  0.86  -4.76  4.38  0.13
H  3.07  -5.79  2.60  0.10
H  0.53  -5.16  -0.50  0.13

Computed properties:
**Multiplicity**: 5
**Expectation value of S²**: 6.03
**Highest occupied orbital energy (spin up / spin down)**: -14.0 / -14.2 eV
**HOMO-LUMO gap (spin up / spin down)**: 8.05 / 4.36 eV
**Calculated total energy**: -184369.80333 eV
**Net charge**: +2
**LUMO energy (spin up / spin down)**: -6.0 / -9.8 eV